{
  "formula": "C10H40AlN20O14P",
  "method": "the ωB97M-V functional and the def2-TZVPD basis",
  "de_lowest_kj_mol": 179.1,
  "homo_lumo_gap_ev": 2.6,
  "multiplicity": 1,
  "homo_energy_ha": -0.33864,
  "species": ["Al", "P", "O", "O", "O", "O", "C", "O", "N", "N", "H", "H", "H", "H", "C", "O", "N", "N", "H", "H", "H", "H", "C", "O", "N", "N", "H", "H", "H", "H", "C", "O", "N", "N", "H", "H", "H", "H", "C", "O", "N", "N", "H", "H", "H", "H", "C", "O", "N", "N", "H", "H", "H", "H", "C", "O", "N", "N", "H", "H", "H", "H", "C", "O", "N", "N", "H", "H", "H", "H", "C", "O", "N", "N", "H", "H", "H", "H", "C", "O", "N", "N", "H", "H", "H", "H"],
  "xyz": [[-0.704657, -0.086165, -3.093349], [0.037757, -0.064233, 0.073347], [0.052285, 0.015643, 1.611551], [-0.431715, 1.304184, -0.689268], [-1.004648, -1.066538, -0.430168], [1.305354, -0.281245, -0.715146], [-3.711142, -2.106097, -1.652869], [-3.296481, -1.180249, -2.380126], [-3.044492, -2.497227, -0.597756], [-4.808680, -2.692024, -2.038483], [-2.124197, -2.056242, -0.558616], [-3.486302, -3.051380, 0.116554], [-5.328150, -3.256563, -1.384776], [-5.251039, -2.242208, -2.824145], [0.747360, -3.480909, 2.335878], [1.130090, -4.646998, 2.484604], [-0.174300, -3.175958, 1.449329], [1.221392, -2.419075, 2.976233], [-0.549459, -3.928900, 0.895832], [-0.355429, -2.227049, 1.139046], [0.829990, -1.576242, 2.587344], [1.833199, -2.585390, 3.757721], [0.338740, 4.038228, 1.459083], [0.564041, 5.101549, 1.967307], [-0.546950, 3.196143, 2.002565], [0.943851, 3.422014, 0.431149], [-0.637969, 2.292752, 1.572519], [-1.053746, 3.441808, 2.836426], [1.873445, 3.692421, 0.157681], [0.539208, 2.550806, 0.099144], [2.796264, 2.147334, -2.843733], [1.923409, 1.584347, -3.533999], [3.694939, 3.013865, -3.363905], [2.852560, 1.993093, -1.550844], [4.362539, 3.397997, -2.717184], [3.776281, 2.900911, -4.361914], [3.669119, 2.303331, -1.046641], [2.212691, 1.433738, -1.007616], [-1.001814, 4.043391, -3.269622], [-1.318159, 2.898248, -3.617103], [-0.088446, 4.314664, -2.345411], [-1.553067, 5.192699, -3.800923], [0.217233, 5.240049, -2.100097], [0.262421, 3.476882, -1.907288], [-1.247741, 6.050638, -3.374715], [-2.308493, 5.160209, -4.463725], [-3.741112, 1.521255, 0.287761], [-4.879184, 1.870833, 0.504183], [-3.123669, 0.488332, 0.895950], [-2.938490, 2.218135, -0.492666], [-2.275594, 0.167595, 0.438685], [-3.497677, -0.008590, 1.688785], [-3.389718, 3.055702, -0.831892], [-1.926542, 2.126858, -0.493818], [0.018225, -3.734052, -2.452644], [-0.662259, -2.861365, -2.972312], [0.883943, -3.511430, -1.502067], [-0.078777, -5.017333, -2.763322], [0.956525, -2.584163, -1.114125], [1.360223, -4.228735, -0.978886], [0.666631, -5.616354, -2.451109], [-0.931032, -5.360165, -3.173956], [3.969109, -2.349357, -0.663321], [4.927553, -3.076776, -0.866208], [3.198600, -2.287058, 0.436503], [3.509715, -1.433413, -1.521509], [3.289505, -2.713262, 1.345424], [2.324034, -1.817331, 0.270398], [4.163742, -1.166520, -2.241263], [2.736734, -0.820058, -1.249003], [2.809307, 1.007029, 3.236645], [3.713856, 1.452872, 3.925941], [3.059839, 0.630979, 1.982769], [1.564205, 0.760975, 3.656109], [3.931083, 0.749407, 1.497896], [2.223329, 0.326259, 1.512851], [0.846118, 0.490103, 2.978432], [1.271881, 1.103461, 4.556121], [-2.374540, -1.283499, 3.966974], [-2.843680, -1.730261, 5.015656], [-1.531320, -0.270807, 3.887193], [-2.665267, -1.831168, 2.767557], [-1.155466, 0.241150, 3.100419], [-1.285639, 0.156957, 4.767266], [-3.092370, -2.741446, 2.822583], [-2.188922, -1.511036, 1.942116]],
  "forces_ev_per_angstrom": [[-0.3, -0.3, 2.6], [-1.0, 1.4, -0.6], [0.0, -0.1, -2.9], [-0.2, -1.1, 0.1], [0.7, 0.5, -0.2], [0.5, -0.5, 0.7], [1.5, 1.3, -0.6], [1.3, 1.4, -1.1], [-0.1, -1.0, 0.8], [-2.4, -1.3, -0.3], [-0.2, -0.2, 0.8], [0.3, -0.1, -0.1], [-0.2, 0.0, -0.3], [-0.3, -0.2, 0.2], [1.6, -2.7, 0.8], [-0.1, 0.4, 0.3], [-2.3, 0.5, -2.4], [0.3, 0.3, 0.1], [0.2, 0.1, 0.0], [-0.1, -0.6, 0.2], [0.6, 0.8, 1.2], [-0.1, 0.7, -0.1], [-0.3, -0.8, 1.6], [0.9, 1.8, -0.3], [-1.7, -1.1, 0.5], [1.3, 0.3, -1.7], [-0.4, -0.2, 0.6], [0.0, 0.0, -0.3], [-0.2, 0.1, 0.0], [0.5, 0.3, -0.1], [-1.5, -0.5, -1.7], [0.1, 0.0, -0.2], [-0.5, -0.5, -0.3], [0.8, 0.2, 3.2], [0.4, 0.2, -0.8], [0.6, 0.6, 0.1], [-0.1, 0.0, 0.0], [-0.2, -0.4, -0.5], [-0.9, 0.8, -1.1], [-0.1, -0.1, 0.0], [0.7, -1.1, 0.6], [0.2, -0.8, 0.1], [0.0, -0.3, 0.2], [0.4, 0.5, 0.4], [-0.5, 0.1, -0.4], [0.1, 0.0, 0.1], [-0.9, -0.8, 1.8], [-1.1, 0.2, 0.2], [0.9, -0.7, -0.1], [0.8, 1.9, -1.9], [-0.4, -0.2, 0.5], [-0.3, 0.0, -0.3], [0.3, -0.1, -0.3], [-0.1, 0.0, 0.1], [0.1, -0.2, 0.4], [-1.3, 2.2, -1.2], [1.8, 1.3, 1.9], [-0.5, -1.7, -0.9], [0.1, 0.1, -0.3], [-0.1, 0.0, -0.1], [-0.5, -0.4, -0.1], [0.4, -0.1, -0.2], [1.1, -0.9, 0.5], [0.0, 0.1, 0.2], [-1.4, -0.5, 1.6], [0.2, 1.3, -2.2], [0.4, -0.4, -0.4], [0.1, 0.2, 0.6], [-0.3, -0.1, -0.1], [0.8, -0.2, -0.4], [2.3, 0.7, 1.3], [-0.1, 0.4, 0.7], [-1.3, -0.7, -2.0], [-1.7, -0.2, 0.5], [0.0, 0.0, 0.4], [0.6, -0.2, -0.7], [0.7, 0.4, 0.6], [0.4, 0.0, -0.1], [-0.9, -1.4, 1.1], [0.4, 0.4, -0.7], [1.7, 2.7, 1.5], [-1.0, -0.4, -0.9], [-0.5, -0.8, -0.4], [-0.3, -0.2, 0.1], [0.1, 0.1, -0.3], [0.1, -0.5, 0.1]],
  "mulliken_charge": [1.303, -1.890, 1.989, -0.570, 1.560, -0.400, 0.426, -0.597, -0.083, -0.428, 0.041, 0.249, 0.183, 0.280, 0.318, -0.775, 0.197, -0.094, 0.187, -1.146, -0.012, 0.264, 0.362, -0.692, -0.071, 0.200, -0.128, 0.184, 0.212, -0.581, 0.552, -0.502, -0.433, 0.176, 0.153, 0.294, 0.252, -0.463, 0.531, -0.493, -0.162, -0.429, 0.221, 0.027, 0.130, 0.245, 0.238, -0.700, 0.382, 0.022, -0.671, 0.127, 0.197, 0.266, 0.529, -0.496, -0.060, -0.449, -0.187, 0.277, 0.171, 0.248, 0.380, -0.720, 0.184, -0.197, 0.171, -0.438, 0.220, 0.445, 0.194, -0.750, 0.001, -0.107, 0.179, -0.197, 0.057, 0.211, 0.398, -0.723, 0.059, -0.111, -0.247, 0.197, 0.240, 0.075]
}